{"formula": "C8H34N2O8", "method": "the ωB97M-V functional and the def2-TZVPD basis", "homo_energy_ev": -8.26, "e_tot_ha": -1036.5878, "relative_energy_ev": 0.798, "smiles": "COC[C@H](C)N.COC[C@H](C)N.O.O.O.O.O.O", "homo_lumo_gap_ev": 8.5, "largest_force_ev_per_a": 2.25, "lumo_ev": 0.2586, "symbols": ["C", "O", "C", "C", "C", "N", "H", "H", "H", "H", "H", "H", "H", "H", "H", "H", "H", "C", "O", "C", "C", "C", "N", "H", "H", "H", "H", "H", "H", "H", "H", "H", "H", "H", "O", "H", "H", "O", "H", "H", "O", "H", "H", "O", "H", "H", "O", "H", "H", "O", "H", "H"], "xyz": [[-4.1815, 0.6890, -4.2693], [-3.0265, 0.6178, -3.4056], [-1.7864, 0.8056, -4.0160], [-0.6879, 0.7148, -2.9558], [-0.8602, 1.8587, -1.9401], [0.6305, 0.7263, -3.5717], [-5.0248, 0.4421, -3.6236], [-4.0686, -0.0019, -5.0937], [-4.2115, 1.6978, -4.6646], [-1.6467, 0.0684, -4.8362], [-1.6556, 1.7607, -4.5337], [-0.7545, -0.2337, -2.4408], [-0.1047, 1.8043, -1.1164], [-1.9027, 1.9434, -1.5679], [-0.6523, 2.7613, -2.5157], [0.7543, -0.1040, -4.1623], [0.7028, 1.5588, -4.1840], [3.0236, -0.4012, 2.0974], [1.8950, -1.1543, 2.2099], [2.1622, -2.5464, 2.2141], [0.9022, -3.3790, 2.1026], [0.2210, -3.0496, 0.7991], [0.0333, -3.5581, 3.2303], [3.4982, -0.5678, 1.1118], [3.7434, -0.5040, 2.9404], [2.7381, 0.6595, 2.1511], [2.7213, -2.8099, 1.2953], [2.7763, -2.8701, 3.0794], [1.3011, -4.3439, 1.9928], [-0.7092, -3.5620, 0.8333], [0.9139, -3.3066, -0.0066], [0.0002, -2.0346, 0.8409], [0.3747, -4.2972, 3.8122], [-0.3461, -2.7963, 3.7617], [-2.1977, 1.6862, 1.5046], [-2.0573, 0.9777, 0.8239], [-1.2509, 2.0075, 1.6337], [2.3959, 0.5614, -1.0586], [3.3449, 0.4955, -1.2734], [1.9427, 0.4758, -1.9130], [-0.1470, -0.8958, 4.5491], [-0.9260, -0.3589, 4.2586], [0.5644, -0.5420, 4.0673], [-2.7156, 0.1520, 4.0002], [-3.3138, 0.4537, 4.6829], [-2.6215, 0.9152, 3.3934], [0.7037, 2.4967, 1.2475], [1.3107, 3.1287, 0.7928], [1.1922, 1.6836, 1.1224], [2.3578, 3.5252, -0.8044], [2.2240, 2.5781, -1.0262], [2.4204, 4.0712, -1.5691]], "forces_ev_per_a": [[1.432, 0.200, 0.931], [-0.671, 0.004, -0.005], [0.205, -0.681, -0.493], [-0.698, -0.038, 0.319], [0.512, -0.167, -0.132], [0.577, 0.538, -0.541], [-0.023, 0.139, -0.354], [-0.147, -0.388, -0.244], [-0.495, 0.281, -0.145], [0.111, -0.109, 0.427], [-0.392, 0.554, 0.097], [-0.282, -0.373, 0.168], [-0.852, -0.005, -0.564], [0.774, -0.254, -0.109], [-0.001, 0.396, 0.179], [-0.111, 0.501, 0.212], [0.140, -0.693, 0.415], [1.342, 1.595, -0.113], [-1.154, -1.081, 0.688], [0.346, -0.182, -0.119], [0.218, 0.489, 0.429], [0.545, -0.870, 0.742], [-0.527, -0.471, -0.070], [0.204, 0.006, 0.453], [-0.198, -0.449, -0.477], [-0.040, -0.194, -0.168], [0.214, 0.286, 0.240], [-0.250, 0.440, -0.140], [0.719, -1.592, -0.398], [-0.710, -0.744, -0.667], [-0.545, 0.115, -0.223], [-0.344, 2.030, -0.503], [-0.046, -0.009, 0.414], [0.347, 0.608, -0.062], [1.961, -0.527, -0.523], [-0.395, 0.876, 0.938], [-1.442, -0.223, -0.314], [0.659, 0.219, -0.054], [-0.583, -0.001, 0.179], [-0.258, 0.036, -0.318], [-2.128, 0.082, 0.714], [0.394, -0.646, 0.513], [1.661, 0.519, -1.102], [0.194, 0.541, -0.480], [-0.110, 0.008, 0.273], [-0.119, -0.471, -0.087], [0.621, 0.628, -0.286], [-0.810, -0.125, 0.303], [0.014, -0.651, 0.075], [-0.056, -0.966, 1.279], [0.239, 0.599, -0.343], [-0.041, 0.222, -0.955]], "lowdin_charge": [-0.063, -0.195, -0.250, -0.438, -0.038, 0.021, 0.093, 0.079, 0.083, 0.128, 0.122, 0.138, 0.061, 0.089, 0.078, 0.093, 0.096, -0.155, -0.188, -0.195, -0.458, -0.045, 0.064, 0.085, 0.103, 0.081, 0.124, 0.136, 0.114, 0.070, 0.089, 0.047, 0.065, 0.041, -0.096, 0.059, 0.040, -0.070, 0.068, 0.005, -0.059, 0.018, -0.013, -0.058, 0.047, 0.025, -0.065, 0.036, 0.003, -0.057, 0.010, 0.032]}

{"formula": "C8H36FN17O8", "method": "the ωB97M-V functional and the def2-TZVPD basis", "homo_energy_ev": -8.93, "e_tot_ha": -1959.4237, "relative_energy_ev": 1.039, "homo_lumo_gap_ev": 8.8, "largest_force_ev_per_a": 2.49, "lumo_ev": -0.1429, "symbols": ["N", "H", "H", "H", "H", "F", "C", "O", "N", "N", "H", "H", "H", "H", "C", "O", "N", "N", "H", "H", "H", "H", "C", "O", "N", "N", "H", "H", "H", "H", "C", "O", "N", "N", "H", "H", "H", "H", "C", "O", "N", "N", "H", "H", "H", "H", "C", "O", "N", "N", "H", "H", "H", "H", "C", "O", "N", "N", "H", "H", "H", "H", "C", "O", "N", "N", "H", "H", "H", "H"], "xyz": [[-0.5788, -0.0528, -0.2853], [-0.0872, -0.6570, 0.3881], [-0.3890, 0.9229, -0.0364], [-1.5625, -0.1330, -0.0147], [-0.2806, -0.3880, -1.2139], [0.2198, -1.5498, -2.2376], [1.7136, 2.9909, 0.4312], [0.9558, 2.3800, -0.3154], [3.0544, 2.7369, 0.5958], [1.2190, 3.7570, 1.4606], [3.6518, 3.2802, 1.1834], [3.4753, 2.0862, -0.0474], [1.8062, 4.2347, 2.1106], [0.2177, 3.7105, 1.4977], [-3.4246, -1.9063, -1.2021], [-4.5708, -2.0769, -0.8026], [-3.0308, -0.7968, -1.9150], [-2.4068, -2.8104, -1.0857], [-2.2638, -0.9371, -2.5455], [-3.5545, 0.0475, -1.7835], [-2.5231, -3.6834, -0.6026], [-1.5302, -2.6235, -1.5593], [1.8933, 1.5330, -4.8997], [2.5314, 2.5719, -5.0043], [1.6743, 0.8867, -3.7273], [1.3613, 0.8837, -5.9953], [1.7752, 1.4973, -2.9309], [1.0567, 0.1018, -3.5723], [0.7118, 0.1380, -5.8360], [1.4678, 1.3229, -6.8888], [-2.9496, 3.2331, -0.5333], [-2.1736, 2.2915, -0.6386], [-4.0611, 3.2802, 0.2751], [-2.7873, 4.3896, -1.2417], [-4.6638, 4.0733, 0.2090], [-4.3035, 2.5354, 0.9039], [-3.5111, 5.0780, -1.2938], [-2.0467, 4.4648, -1.9170], [-2.0057, 0.6243, 2.7652], [-2.3205, -0.0987, 1.8256], [-2.0451, 0.2671, 4.0598], [-1.7781, 1.9610, 2.5675], [-2.2496, -0.6466, 4.4222], [-1.6130, 0.8622, 4.7441], [-1.8066, 2.3133, 1.6226], [-1.9749, 2.6033, 3.3138], [1.3014, -0.6983, 3.0740], [0.8973, -0.7014, 1.9087], [1.3301, 0.4100, 3.8296], [1.7111, -1.8362, 3.7242], [1.8949, 0.5205, 4.6491], [0.8062, 1.2044, 3.5003], [1.6485, -2.7246, 3.2378], [1.9174, -1.7713, 4.7003], [0.3570, -4.3236, 1.1443], [0.7203, -4.4234, 2.3139], [-0.3977, -5.3168, 0.5343], [0.5277, -3.2278, 0.3961], [-0.3808, -6.2549, 0.8936], [-0.4784, -5.3023, -0.4696], [0.1841, -3.0581, -0.5387], [1.2542, -2.6307, 0.7637], [3.7913, -1.7066, -0.8128], [4.9214, -1.3046, -0.4823], [2.8572, -0.8132, -1.2083], [3.3717, -2.9825, -0.8853], [1.8917, -1.0218, -1.4319], [3.1671, 0.1208, -1.0089], [2.4029, -3.1066, -1.1148], [4.0109, -3.7498, -0.9677]], "forces_ev_per_a": [[-0.237, 0.173, 1.728], [-0.034, 0.473, 0.029], [0.645, -0.165, -0.623], [-0.064, -0.398, -0.678], [-0.282, -0.165, -0.721], [-0.115, 0.031, 0.286], [0.293, -1.351, 2.068], [0.813, 0.646, -0.287], [-0.440, -0.281, -1.356], [-0.458, -0.026, -1.119], [0.056, 0.127, 0.060], [0.148, 0.237, 0.053], [-0.178, 0.137, 0.227], [-0.008, 0.535, 0.411], [-0.861, -0.387, -0.494], [0.793, 0.197, 0.412], [-0.217, -0.494, 0.409], [0.315, -0.196, -0.058], [0.252, 0.738, -0.054], [0.063, 0.042, -0.487], [-0.309, 0.099, -0.031], [-0.018, 0.106, 0.110], [-0.159, -0.137, -0.935], [-0.220, -0.219, 0.180], [0.030, 0.532, 1.030], [0.291, 0.141, 0.475], [0.107, -0.159, 0.085], [0.005, -0.137, -0.270], [-0.070, -0.049, -0.349], [-0.111, -0.066, -0.052], [-0.246, 0.114, -0.401], [-0.407, 0.239, 0.637], [0.469, -0.243, -0.020], [0.251, 0.221, -0.186], [-0.229, 0.072, 0.190], [0.106, -0.184, -0.215], [-0.091, 0.102, 0.017], [0.029, -0.287, 0.055], [-1.709, -0.337, -1.586], [0.474, -0.081, 0.687], [0.396, 0.045, 1.626], [0.832, 0.642, 0.273], [-0.056, -0.269, -0.762], [0.031, 0.099, -0.072], [-0.177, -0.283, -0.107], [0.005, 0.076, -0.036], [0.040, -2.023, -0.375], [0.324, 0.174, 0.806], [-0.321, 1.530, 0.464], [-0.050, 0.857, -0.795], [-0.002, -0.177, 0.056], [0.316, 0.043, -0.198], [-0.115, -0.084, 0.171], [0.019, -0.365, 0.103], [-1.191, -1.147, 0.358], [0.459, 0.118, -0.357], [-0.093, -0.043, -0.427], [0.861, 0.635, 0.008], [0.117, 0.176, 0.476], [0.117, 0.122, -0.007], [0.129, -0.080, 0.009], [-0.358, 0.458, -0.168], [1.569, 1.379, -0.180], [-0.957, -1.006, -0.132], [-0.033, 0.710, 0.476], [-0.213, -0.839, 0.238], [-0.072, -0.106, -0.332], [-0.449, 0.067, -0.209], [0.103, -0.402, -0.286], [0.091, 0.096, 0.152]], "lowdin_charge": [0.244, 0.058, 0.057, 0.061, 0.042, -0.528, -0.627, 0.010, 0.172, 0.149, 0.095, 0.096, 0.091, 0.080, -0.673, 0.014, 0.144, 0.155, 0.081, 0.094, 0.091, 0.045, -0.686, 0.008, 0.158, 0.138, 0.084, 0.062, 0.086, 0.094, -0.651, 0.018, 0.162, 0.158, 0.090, 0.106, 0.092, 0.113, -0.668, 0.031, 0.173, 0.163, 0.118, 0.093, 0.059, 0.098, -0.631, -0.004, 0.159, 0.182, 0.101, 0.083, 0.074, 0.093, -0.653, 0.010, 0.143, 0.166, 0.097, 0.086, 0.059, 0.077, -0.688, -0.018, 0.165, 0.163, 0.037, 0.076, 0.067, 0.108]}

Question: What is the formula in the second record?
Answer: C8H36FN17O8